Entry 1:
ORCA calculation (wB97M-V/def2-TZVPD) on a molecular structure, C13H16Br3CoF9N2NaO12 in a non-equilibrium geometry.

For the HOMO energy (spin up / spin down), the calculation gives -0.1744 / -0.3437 hartree. For the LUMO energy (spin up / spin down), the calculation gives -0.5 / -0.5 eV. As for the expectation value of S²: 6.0055.

ORCA input file:
```
! RIJCOSX wB97M-V def2-TZVPD def2/J DEFGRID3
* xyz 0 5
Co 2.206 2.080 -0.322
Na -1.061 2.329 3.036
N -0.047 -0.063 0.394
O 0.022 -1.297 0.490
O -0.686 0.542 1.229
O 0.790 0.556 -0.233
N 2.084 3.073 2.529
O 2.363 2.119 1.719
O 1.258 2.973 3.395
O 2.718 4.097 2.330
C -1.177 -4.181 2.145
Br -3.020 -4.617 1.500
Br 0.197 -5.463 1.517
Br -1.368 -4.089 4.152
H -0.904 -3.184 1.798
C 4.209 -1.566 2.323
C 3.230 -1.483 1.147
O 3.844 -1.564 -0.084
C 4.162 -0.537 -0.856
O 3.810 0.648 -0.641
C 5.020 -0.922 -2.101
F 5.987 -0.067 -2.316
F 5.596 -2.123 -2.032
F 4.193 -0.845 -3.139
H 3.682 -1.410 3.265
H 4.985 -0.808 2.227
H 4.703 -2.538 2.331
H 2.657 -0.567 1.292
H 2.580 -2.352 1.256
C -1.420 0.878 -3.287
C -0.200 0.141 -3.800
O 0.711 0.991 -4.416
C 1.614 1.720 -3.709
O 1.751 1.676 -2.462
C 2.495 2.663 -4.560
F 2.410 2.334 -5.873
F 2.110 3.923 -4.352
F 3.758 2.499 -4.146
H -1.161 1.608 -2.520
H -2.201 0.249 -2.861
H -1.909 1.434 -4.087
H -0.588 -0.563 -4.536
H 0.113 -0.506 -2.980
C -4.952 -1.631 0.142
C -4.238 -0.775 1.276
O -5.173 0.174 1.809
C -4.678 1.174 2.684
O -3.492 1.457 2.982
C -5.809 2.033 3.306
F -5.509 3.306 3.339
F -6.955 1.904 2.656
F -5.953 1.606 4.513
H -4.314 -2.311 -0.423
H -5.244 -0.921 -0.632
H -5.837 -2.156 0.500
H -3.336 -0.270 0.929
H -4.018 -1.378 2.157
*
```

---

Entry 2:
ORCA calculation (wB97M-V/def2-TZVPD) on a molecular structure, C13H16CdIN3S in a non-equilibrium geometry.

The energy relative to the best compared isomer or geometry (same formula, charge and spin) is 0.0 kcal per mole. For the HOMO energy, the calculation gives -0.2720 hartree. For the LUMO energy, the calculation gives -0.1 eV.

ORCA input file:
```
! RIJCOSX wB97M-V def2-TZVPD def2/J DEFGRID3
* xyz 0 1
C 0.056 -1.747 -3.576
C 0.313 0.074 -3.912
H 1.027 -2.230 -3.430
H -0.292 -1.967 -4.587
H -0.796 -2.081 -2.934
H 1.159 0.565 -3.376
H 0.682 -0.060 -4.930
H -0.651 0.593 -3.966
Cd 0.032 -0.487 -1.875
C -1.022 1.500 -1.659
H -0.250 2.280 -1.644
H -1.581 1.541 -0.720
H -1.707 1.657 -2.504
I 1.896 -2.191 -0.530
N -0.401 -0.141 2.758
C 0.706 0.710 2.877
C 1.351 1.224 3.982
C 2.476 2.036 3.743
C 2.923 2.283 2.431
C 2.260 1.747 1.324
C 1.115 0.971 1.550
N 0.279 0.313 0.683
C -0.629 -0.352 1.422
C -1.679 -1.221 0.926
C -2.642 -1.850 1.693
S -3.706 -2.773 0.694
C -2.798 -2.281 -0.709
N -1.776 -1.484 -0.437
H -0.940 -0.531 3.508
H 0.972 0.996 4.982
H 3.014 2.479 4.582
H 3.806 2.906 2.286
H 2.577 1.887 0.291
H -2.713 -1.759 2.769
H -3.064 -2.605 -1.713
*
```

---

Entry 3:
ORCA calculation (wB97M-V/def2-TZVPD) on 3 unconnected molecules or ions with the total composition C13H16F2N3O9P in a non-equilibrium geometry.

The energy relative to the best compared isomer or geometry (same formula, charge and spin) is 0.0 kcal per mole. For the HOMO energy, the calculation gives -0.3311 hartree. For the LUMO energy, the calculation gives 0.1 eV.

ORCA input file:
```
! RIJCOSX wB97M-V def2-TZVPD def2/J DEFGRID3
* xyz 0 1
N 5.129 2.115 -0.226
P 5.053 1.032 -1.335
C 3.545 0.992 -2.432
O 3.501 1.634 -3.424
O 2.505 0.113 -2.073
C 1.579 0.457 -1.101
F 2.224 1.056 -0.054
N 0.940 -0.734 -0.618
C 1.332 -1.810 -1.054
O 1.587 -2.855 -1.458
C 0.544 1.504 -1.580
O 0.890 2.462 -2.210
N -0.745 1.271 -1.113
C -1.647 2.297 -1.527
O -2.126 3.109 -0.821
F -1.937 2.221 -2.822
H 4.313 2.706 -0.135
H 6.018 1.158 -2.340
H 5.175 -0.299 -0.903
H -1.126 0.368 -1.395
O -3.211 -0.197 -1.045
C -4.307 0.233 -0.805
C -5.323 -0.286 0.191
C -6.609 0.414 -0.248
C -6.064 1.696 -0.874
O -4.784 1.325 -1.420
H -5.002 0.023 1.188
H -5.370 -1.371 0.153
H -7.315 0.603 0.557
H -7.113 -0.183 -1.008
H -5.902 2.485 -0.138
H -6.676 2.087 -1.681
O 4.896 -2.682 1.694
C 3.853 -2.343 2.167
C 3.060 -3.001 3.284
C 1.676 -2.370 3.133
C 2.020 -1.008 2.538
O 3.197 -1.235 1.744
H 3.534 -2.746 4.234
H 3.070 -4.080 3.161
H 1.107 -2.296 4.057
H 1.088 -2.948 2.418
H 2.252 -0.267 3.306
H 1.246 -0.613 1.887
*
```

---

Entry 4:
ORCA calculation (wB97M-V/def2-TZVPD) on 2 unconnected molecules or ions with the total composition C13H16INO3 in a non-equilibrium geometry.

For the HOMO energy, the calculation gives -0.3442 hartree. For the LUMO energy, the calculation gives -1.8 eV.

ORCA input file:
```
! RIJCOSX wB97M-V def2-TZVPD def2/J DEFGRID3
* xyz 0 1
C -3.580 -2.705 2.430
C -3.356 -1.105 2.770
I -4.662 -0.342 4.367
C -3.453 -0.140 1.407
C -1.886 0.309 1.093
C -1.243 1.594 1.948
C 0.346 2.030 1.684
C 1.258 1.189 0.562
C 0.517 -0.052 -0.212
C -1.031 -0.552 -0.010
C -1.413 -1.830 -0.963
O -2.443 -2.679 -0.973
N -0.193 -1.888 -1.896
C 1.027 -1.119 -1.346
O 2.275 -1.380 -1.755
H -2.813 -3.044 1.584
H -4.694 -2.934 2.156
H -3.263 -3.308 3.406
H -2.244 -1.024 3.196
H -3.909 -0.712 0.482
H -4.055 0.846 1.597
H -1.882 2.205 2.749
H 0.842 2.929 2.289
H 2.374 1.432 0.308
H -0.397 -1.533 -2.876
C 5.110 1.482 -2.709
C 3.688 1.974 -2.543
O 2.790 1.095 -3.204
H 5.374 1.419 -3.770
H 5.816 2.151 -2.209
H 5.223 0.476 -2.293
H 3.574 2.971 -2.980
H 3.412 2.028 -1.485
H 2.892 0.215 -2.804
*
```

---

Entry 5:
ORCA calculation (wB97M-V/def2-TZVPD) on C13H16N2O5 in the gas phase in a non-equilibrium geometry.

The energy relative to the best compared isomer or geometry (same formula, charge and spin) is 96.7 kcal per mole. For the HOMO energy, the calculation gives -0.3403 hartree. For the LUMO energy, the calculation gives -0.2 eV.

ORCA input file:
```
! RIJCOSX wB97M-V def2-TZVPD def2/J DEFGRID3
* xyz 0 1
N 0.326 2.666 -0.337
C -0.814 1.855 0.239
C -1.442 1.156 -1.032
C -2.744 0.325 -0.703
C -4.009 0.840 -0.639
C -5.104 0.043 -0.409
C -4.988 -1.274 -0.079
C -3.649 -1.891 -0.101
C -2.603 -1.008 -0.518
C -0.363 0.809 1.280
O -1.166 0.444 2.224
N 0.936 0.425 1.409
C 1.844 0.104 0.338
C 3.210 0.698 0.563
C 4.176 0.129 -0.519
O 5.342 -0.107 -0.478
O 3.592 -0.181 -1.721
C 1.853 -1.423 0.378
O 1.816 -2.017 1.404
O 1.628 -2.110 -0.857
H 0.532 3.307 0.340
H -0.023 3.027 -1.212
H -1.653 2.305 0.616
H -1.694 1.884 -1.784
H -0.776 0.524 -1.580
H -4.158 1.908 -0.770
H -6.037 0.505 -0.297
H -5.747 -1.986 0.279
H -3.534 -2.932 -0.034
H -1.629 -1.475 -0.743
H 1.228 0.108 2.358
H 1.377 0.382 -0.611
H 3.366 1.846 0.705
H 3.671 0.337 1.530
H 2.766 -0.405 -2.057
H 1.573 -1.398 -1.619
*
```

---

Entry 6:
ORCA calculation (wB97M-V/def2-TZVPD) on 3 unconnected molecules or ions with the total composition C13H16N2O5 in a non-equilibrium geometry.

The energy relative to the best compared isomer or geometry (same formula, charge and spin) is 107.1 kcal per mole. For the HOMO energy, the calculation gives -0.3490 hartree. For the LUMO energy, the calculation gives -0.6 eV.

ORCA input file:
```
! RIJCOSX wB97M-V def2-TZVPD def2/J DEFGRID3
* xyz 0 1
O -4.883 -3.030 0.317
C -4.282 -2.257 -0.306
N -3.617 -1.358 -0.876
C -2.994 -0.592 0.242
C -1.730 -1.168 0.813
C -1.092 -0.431 1.951
C -1.775 0.781 2.424
C -3.025 1.362 1.856
C -3.644 0.638 0.728
C -3.432 2.669 2.613
O -4.487 3.233 2.542
N -2.260 2.991 3.439
C -1.449 1.781 3.585
O -0.664 1.500 4.456
H -1.271 -2.107 0.398
H -0.159 -0.783 2.452
H -4.600 1.037 0.296
H -1.655 3.699 2.995
C 1.402 -2.217 -2.438
C 1.887 -2.017 -1.015
O 1.205 -2.905 -0.132
H 0.326 -2.041 -2.504
H 1.913 -1.538 -3.125
H 1.578 -3.246 -2.766
H 1.691 -0.997 -0.685
H 2.963 -2.203 -0.939
H 1.389 -3.806 -0.423
C 3.974 1.224 -2.577
C 3.144 1.830 -1.462
O 3.239 1.036 -0.284
H 3.638 0.208 -2.796
H 3.903 1.823 -3.487
H 5.025 1.155 -2.282
H 2.093 1.877 -1.751
H 3.484 2.845 -1.231
H 4.168 1.005 -0.027
*
```

---

Repeat the first record exactly.
ORCA calculation (wB97M-V/def2-TZVPD) on a molecular structure, C13H16Br3CoF9N2NaO12 in a non-equilibrium geometry.

For the HOMO energy (spin up / spin down), the calculation gives -0.1744 / -0.3437 hartree. For the LUMO energy (spin up / spin down), the calculation gives -0.5 / -0.5 eV. As for the expectation value of S²: 6.0055.

ORCA input file:
```
! RIJCOSX wB97M-V def2-TZVPD def2/J DEFGRID3
* xyz 0 5
Co 2.206 2.080 -0.322
Na -1.061 2.329 3.036
N -0.047 -0.063 0.394
O 0.022 -1.297 0.490
O -0.686 0.542 1.229
O 0.790 0.556 -0.233
N 2.084 3.073 2.529
O 2.363 2.119 1.719
O 1.258 2.973 3.395
O 2.718 4.097 2.330
C -1.177 -4.181 2.145
Br -3.020 -4.617 1.500
Br 0.197 -5.463 1.517
Br -1.368 -4.089 4.152
H -0.904 -3.184 1.798
C 4.209 -1.566 2.323
C 3.230 -1.483 1.147
O 3.844 -1.564 -0.084
C 4.162 -0.537 -0.856
O 3.810 0.648 -0.641
C 5.020 -0.922 -2.101
F 5.987 -0.067 -2.316
F 5.596 -2.123 -2.032
F 4.193 -0.845 -3.139
H 3.682 -1.410 3.265
H 4.985 -0.808 2.227
H 4.703 -2.538 2.331
H 2.657 -0.567 1.292
H 2.580 -2.352 1.256
C -1.420 0.878 -3.287
C -0.200 0.141 -3.800
O 0.711 0.991 -4.416
C 1.614 1.720 -3.709
O 1.751 1.676 -2.462
C 2.495 2.663 -4.560
F 2.410 2.334 -5.873
F 2.110 3.923 -4.352
F 3.758 2.499 -4.146
H -1.161 1.608 -2.520
H -2.201 0.249 -2.861
H -1.909 1.434 -4.087
H -0.588 -0.563 -4.536
H 0.113 -0.506 -2.980
C -4.952 -1.631 0.142
C -4.238 -0.775 1.276
O -5.173 0.174 1.809
C -4.678 1.174 2.684
O -3.492 1.457 2.982
C -5.809 2.033 3.306
F -5.509 3.306 3.339
F -6.955 1.904 2.656
F -5.953 1.606 4.513
H -4.314 -2.311 -0.423
H -5.244 -0.921 -0.632
H -5.837 -2.156 0.500
H -3.336 -0.270 0.929
H -4.018 -1.378 2.157
*
```

---

- What is the formula in the sixth record?
  C13H16N2O5